Computed, not measured: an isolated molecule of C6H12O in a non-equilibrium geometry, with wB97M-V/def2-TZVPD.

Molar mass, Da: 100.161
DFT total energy, eV: -8459.475
Frontier orbital gap (alpha / beta), eV: 8.7232 / 7.6275

Structure (ORCA input):
```
! wB97M-V def2-TZVPD RIJCOSX def2/J DEFGRID3
* xyz 0 1
H 2.94202 0.73338 0.70013
C -2.00003 1.41661 0.08992
H -2.89088 -0.16491 -1.05324
H 2.01966 0.15628 -1.55996
H -2.00212 2.10365 -0.73736
H 3.68435 -0.75310 0.08305
C 2.74687 -0.30952 0.42509
H -0.33119 -0.12548 -1.06217
H -1.78146 1.78456 1.08676
C 1.70047 -0.39786 -0.66762
H 0.47199 1.22812 0.02541
C -2.42870 0.07107 -0.08710
O -0.18310 -0.58228 0.81911
H -3.17346 -0.15988 0.70500
H -1.69922 -1.90761 0.79803
H 2.40148 -0.84354 1.31530
C 0.36894 0.17498 -0.26716
H 1.52464 -1.43732 -0.96439
C -1.37029 -0.98714 0.35120
*
```